No. 1
A structure of composition C20H54N2O10Sr, computed with ωB97M-V/def2-TZVPD.

```
87
Properties=species:S:1:pos:R:3:forces:R:3
Sr -0.982 -0.886 -0.051 0.9 -0.1 0.2
C 3.375 2.821 4.374 0.0 -0.9 -0.4
O 3.050 2.660 3.013 -0.6 1.0 -1.3
C 2.611 3.880 2.376 0.6 -0.1 -0.7
C 2.678 3.681 0.855 -1.2 -0.5 0.9
N 1.592 2.722 0.450 2.7 0.8 -0.9
C 1.510 2.850 -1.005 0.2 -0.6 0.1
C 0.490 1.847 -1.466 -2.1 9.6 -2.4
O 0.693 0.681 -1.158 3.1 -10.8 2.6
C 1.923 0.064 -1.657 -1.2 -0.9 -0.9
H 2.501 3.076 4.936 -0.6 0.1 0.6
H 4.106 3.582 4.502 0.8 0.7 0.2
H 3.776 1.854 4.669 0.0 0.1 0.4
H 3.312 4.711 2.565 -0.3 -0.3 0.6
H 1.571 4.148 2.683 0.8 -0.1 0.0
H 3.665 3.340 0.543 0.0 -0.5 0.1
H 2.549 4.622 0.311 -0.2 0.3 0.4
H 0.749 3.051 0.872 -0.7 0.3 0.1
H 2.487 2.794 -1.522 -0.1 -0.9 0.7
H 1.266 3.820 -1.368 -1.0 1.2 0.1
H 0.377 1.923 -2.513 -0.2 0.7 -2.0
H -0.492 2.179 -1.076 0.2 0.0 0.2
H 1.893 -0.943 -1.283 0.1 -0.3 0.5
H 2.839 0.532 -1.382 0.4 0.7 0.6
H 1.931 -0.100 -2.756 -0.4 0.8 0.4
C -5.668 3.505 -1.675 0.3 -0.6 0.5
O -5.013 2.276 -1.401 0.0 0.3 -0.2
C -3.935 1.958 -2.232 -1.2 0.4 1.3
C -3.322 0.814 -1.561 -1.0 -1.4 -0.2
N -2.060 0.379 -2.172 -0.2 0.8 0.6
C -2.229 -0.700 -3.129 -0.8 1.2 -1.6
C -0.925 -1.180 -3.659 -4.1 8.6 -5.9
O -0.360 -2.075 -3.083 6.4 -10.4 5.9
C 0.808 -2.544 -3.810 0.5 0.2 -0.4
H -6.237 3.461 -2.569 -0.3 0.1 -1.2
H -5.076 4.406 -1.579 0.7 0.0 -0.4
H -6.345 3.540 -0.884 -1.4 0.4 1.2
H -3.247 2.724 -2.183 1.7 2.3 -0.4
H -4.221 1.780 -3.223 -0.5 -0.4 -1.7
H -4.181 0.118 -1.534 0.9 -0.8 -0.2
H -3.264 1.116 -0.536 0.7 0.1 0.9
H -1.718 1.220 -2.720 -0.2 -1.5 1.0
H -2.749 -0.265 -4.012 0.0 -0.5 0.4
H -2.851 -1.517 -2.796 -0.2 -0.2 0.6
H -0.199 -0.359 -3.665 -0.4 1.4 -0.8
H -1.119 -1.465 -4.674 -0.3 0.2 -1.4
H 1.259 -3.266 -3.160 0.5 -0.5 0.0
H 1.562 -1.751 -4.043 -0.8 -0.1 0.6
H 0.641 -2.995 -4.821 -0.8 0.2 1.0
C 1.205 -5.355 -0.054 -1.1 -5.0 1.7
C 1.731 -4.078 -0.254 1.7 2.2 0.1
O 0.760 -3.138 -0.585 -1.5 1.3 -1.5
H 0.634 -5.881 -0.828 0.0 0.5 -0.2
H 0.646 -5.404 0.897 -0.2 0.1 -0.5
H 2.036 -6.034 0.178 0.0 0.0 -0.2
H 2.506 -4.035 -0.983 0.8 -0.1 -0.8
H 2.192 -3.816 0.682 0.2 0.6 0.3
H 0.512 -3.360 -1.512 -0.1 0.5 1.0
C -0.248 2.177 3.233 1.3 1.9 1.8
C -1.261 1.313 2.702 -1.1 -2.1 2.4
O -1.440 1.281 1.330 -0.6 0.5 -1.9
H -0.517 3.220 3.055 0.3 0.2 0.2
H 0.724 1.961 2.860 0.8 0.0 -0.6
H -0.123 2.013 4.342 -0.5 0.3 -1.0
H -2.178 1.491 3.273 -0.4 -0.1 -0.5
H -0.933 0.327 2.977 -0.2 -0.9 0.0
H -2.067 1.976 1.097 0.1 0.0 -0.2
C -1.975 -3.697 1.863 -1.3 -0.1 0.3
C -2.216 -4.066 0.454 -0.4 -1.3 -0.3
O -2.392 -2.995 -0.493 -0.4 -0.6 -0.2
O -0.862 -2.829 1.875 -0.3 0.5 -0.1
H -1.759 -4.648 2.386 0.0 0.4 -0.2
H -2.852 -3.275 2.383 0.3 0.2 -0.3
H -3.055 -4.739 0.418 -0.7 -0.1 -0.1
H -1.376 -4.687 0.211 0.7 0.0 -0.8
H -2.797 -3.443 -1.269 0.4 0.8 0.6
H -0.383 -3.162 2.612 1.3 0.4 1.0
C 2.152 -1.311 1.519 -2.1 0.4 1.1
C 3.206 -0.597 2.142 3.2 2.3 2.0
O 3.707 0.493 1.279 -0.8 -1.8 0.4
O 1.121 -0.306 1.403 -2.1 -2.7 0.0
H 1.848 -2.222 2.088 -0.2 1.0 -0.3
H 2.524 -1.604 0.601 0.3 -0.8 -2.3
H 4.028 -1.258 2.303 0.9 -0.4 0.2
H 2.917 -0.202 3.148 0.1 -0.1 -0.8
H 3.401 1.320 1.655 0.0 0.5 0.5
H 1.557 0.500 1.183 0.7 1.6 -0.6
```
Positions in Å, forces in eV/Å.

Computed properties:
- Electronic energy: -45889.310 eV
- Molecular weight: 570.276 g mol⁻¹
- Total charge: +2


No. 2
A cluster of 11 separate species, C20H54NO12 in total, computed with ωB97M-V/def2-TZVPD.

```
87
Properties=species:S:1:pos:R:3:forces:R:3
C -0.554 1.986 -0.657 -0.9 -0.2 0.7
C -1.741 1.026 -0.415 0.8 -0.2 0.0
C -1.883 0.016 -1.591 -0.1 0.6 0.4
C -3.320 -0.489 -1.800 -0.1 0.4 -0.2
C -0.877 -1.081 -1.373 -0.6 0.9 -0.6
C -0.823 -1.836 -0.225 -0.4 -0.1 0.4
C 0.150 -2.798 -0.088 -0.5 -0.8 -0.1
C 0.222 -3.580 1.196 1.3 0.4 1.7
O 0.897 -3.120 2.096 -0.7 -0.2 -0.9
O -0.442 -4.740 1.340 -0.4 1.1 -0.7
C 1.069 -3.000 -1.121 0.2 -0.8 1.0
C 0.977 -2.239 -2.227 0.7 0.2 -1.1
N 0.023 -1.302 -2.334 0.0 0.0 0.0
H 0.394 1.441 -0.756 -0.1 0.1 -0.2
H -0.468 2.586 0.253 0.1 0.2 -0.3
H -0.751 2.639 -1.509 0.3 0.0 0.1
H -1.510 0.521 0.528 -0.4 -0.1 -0.2
H -2.670 1.571 -0.227 0.1 0.0 -0.3
H -1.592 0.586 -2.489 0.0 -0.3 0.0
H -3.675 -1.146 -1.002 0.1 0.0 -0.2
H -3.968 0.397 -1.803 0.1 -0.2 0.1
H -3.439 -0.934 -2.795 0.0 -0.3 0.3
H -1.573 -1.629 0.533 0.1 -0.2 0.0
H -0.560 -4.831 2.300 0.3 -0.4 0.0
H 1.843 -3.756 -1.037 -0.1 0.1 -0.2
H 1.675 -2.349 -3.051 -0.2 0.1 0.0
H -0.023 -0.718 -3.161 0.0 -0.1 0.0
C 1.865 5.070 -1.754 0.0 0.2 0.4
O 0.738 4.765 -0.929 0.0 -0.1 -0.1
H 1.660 4.720 -2.763 -0.1 -0.1 0.0
H 2.034 6.148 -1.772 0.2 0.0 -0.1
H 2.753 4.561 -1.371 0.1 0.0 -0.2
H 0.939 5.081 -0.044 0.0 0.0 0.0
C -5.335 -2.775 1.739 0.1 -0.2 -0.1
O -4.283 -2.552 0.796 0.2 0.1 0.0
H -5.697 -1.809 2.080 0.1 0.0 -0.1
H -6.155 -3.320 1.268 -0.1 0.0 0.1
H -4.962 -3.341 2.595 -0.1 0.0 0.1
H -3.974 -3.414 0.504 -0.1 0.0 0.0
C 2.545 9.346 -0.338 0.2 0.1 -0.2
O 3.354 8.395 -1.026 -0.2 -0.1 0.0
H 2.023 8.832 0.466 0.0 -0.1 0.0
H 3.171 10.136 0.085 -0.1 0.0 0.1
H 1.812 9.785 -1.019 -0.1 0.1 0.1
H 3.808 8.866 -1.730 0.1 0.0 0.0
C -1.146 -7.752 0.566 -0.1 -0.5 0.2
O -1.994 -8.636 1.281 0.1 0.3 0.1
H -1.688 -6.828 0.381 0.0 0.0 0.0
H -0.251 -7.531 1.156 0.1 0.1 -0.2
H -0.858 -8.197 -0.391 0.1 0.1 0.0
H -1.500 -9.451 1.438 -0.3 0.0 -0.4
C -3.338 1.848 2.810 0.2 0.0 0.3
O -1.933 1.725 2.576 0.0 0.0 -0.1
H -3.813 2.181 1.891 0.1 0.0 0.0
H -3.755 0.880 3.100 -0.2 0.1 0.0
H -3.529 2.580 3.597 -0.2 0.0 0.0
H -1.532 1.431 3.399 0.1 0.1 0.0
C 6.297 8.962 0.279 0.1 0.3 0.3
O 6.060 10.363 0.158 -0.1 -0.1 -0.2
H 6.150 8.504 -0.695 0.0 0.0 0.0
H 7.323 8.779 0.610 0.0 -0.1 0.0
H 5.593 8.525 0.990 0.0 -0.2 -0.1
H 6.193 10.755 1.025 0.0 0.1 0.0
C 3.922 -6.328 -1.541 0.0 0.1 0.2
O 3.710 -4.917 -1.644 -0.2 0.1 0.0
H 3.783 -6.766 -2.525 0.0 0.1 0.0
H 4.938 -6.532 -1.197 0.0 -0.1 0.0
H 3.204 -6.770 -0.846 0.0 -0.1 0.0
H 3.843 -4.546 -0.766 0.3 0.0 0.0
C -3.401 5.898 4.400 -0.1 0.0 0.3
O -4.084 4.895 5.147 0.1 -0.1 -0.2
H -3.128 5.477 3.435 0.0 -0.1 0.0
H -4.051 6.763 4.242 0.1 0.1 -0.1
H -2.495 6.211 4.924 0.0 0.1 -0.1
H -4.319 5.279 5.996 0.0 -0.1 0.0
C -0.872 -12.741 1.479 0.0 0.1 0.2
O -1.024 -11.322 1.538 0.1 0.1 0.1
H -0.981 -13.050 0.443 0.0 0.1 0.0
H 0.118 -13.031 1.837 0.0 -0.1 0.0
H -1.640 -13.228 2.081 0.0 -0.1 -0.1
H -0.927 -11.053 2.457 0.0 -0.2 0.1
C 2.556 2.602 -4.935 0.4 0.0 0.0
O 3.624 2.907 -4.046 -0.2 -0.1 0.0
H 1.620 2.698 -4.388 0.0 0.0 0.1
H 2.550 3.298 -5.777 -0.2 -0.1 -0.1
H 2.652 1.578 -5.309 -0.1 0.0 -0.1
H 4.443 2.821 -4.541 0.0 0.1 0.1
```
Positions in Å, forces in eV/Å.

Computed properties:
- Electronic energy: -47665.638 eV
- Molecular weight: 500.647 g mol⁻¹
- Total charge: +1


No. 3
A structure of composition C20H55ClN5O5Pd, computed with ωB97M-V/def2-TZVPD.

```
87
Properties=species:S:1:pos:R:3:forces:R:3
Pd 6.569 4.474 -1.473 0.1 -1.3 -0.4
Cl 6.040 3.253 -3.774 0.3 0.2 0.5
C 9.972 -0.456 -5.358 0.1 0.4 -0.6
C 9.312 0.887 -5.029 1.2 -1.6 1.1
C 9.126 1.853 -6.213 -1.2 1.4 -1.0
O 10.355 2.163 -6.767 0.3 -1.0 0.5
C 10.342 2.850 -8.007 0.3 0.4 0.2
N 8.061 0.657 -4.365 -0.4 2.2 -2.6
H 10.123 -1.023 -4.443 -0.1 -0.1 0.0
H 10.943 -0.309 -5.829 0.0 0.2 0.1
H 9.389 -1.022 -6.088 -0.2 -0.1 0.2
H 9.980 1.443 -4.359 -0.2 0.1 0.2
H 8.648 2.790 -5.889 -0.1 -0.1 0.5
H 8.386 1.444 -6.918 0.4 -0.4 -0.2
H 9.700 2.375 -8.749 0.0 -0.1 0.0
H 11.385 2.844 -8.316 -0.1 -0.1 -0.3
H 10.058 3.897 -7.860 -0.2 -0.1 0.0
H 7.340 0.229 -4.984 -0.2 -1.1 0.4
H 7.632 1.583 -4.197 -0.3 0.2 1.4
C 5.055 0.647 -0.012 -0.2 -0.8 -0.1
C 5.832 1.877 0.404 -0.2 -0.6 0.0
C 6.628 1.556 1.647 0.1 0.1 -0.2
O 7.438 2.646 2.008 -0.3 -0.4 0.6
C 7.868 2.526 3.374 0.1 0.1 -0.8
N 6.674 2.233 -0.762 0.2 0.6 -0.4
H 4.494 0.113 0.758 -0.2 0.5 0.2
H 5.772 -0.111 -0.347 0.0 0.1 -0.2
H 4.389 0.878 -0.844 -0.1 -0.1 0.0
H 5.175 2.702 0.690 0.0 0.1 -0.4
H 7.230 0.643 1.515 0.1 0.0 -0.1
H 5.882 1.312 2.413 0.1 0.1 0.2
H 8.467 1.622 3.515 0.2 0.1 -0.1
H 7.014 2.444 4.048 -0.1 0.3 0.0
H 8.461 3.421 3.529 0.0 -0.1 0.5
H 6.219 1.970 -1.639 -0.6 0.3 0.2
H 7.438 1.556 -0.793 0.5 0.6 0.4
C 4.853 -1.468 -6.686 -1.1 -0.7 -0.2
C 4.509 -0.350 -5.709 0.8 0.4 -0.7
C 4.672 -0.830 -4.290 -0.6 -0.3 0.8
O 3.729 -1.826 -3.923 0.3 -0.6 -0.1
C 2.377 -1.496 -4.171 0.0 0.5 0.0
N 5.492 0.714 -6.045 0.1 0.7 0.4
H 5.819 -1.902 -6.433 0.1 0.1 -0.1
H 4.828 -1.167 -7.735 0.3 0.4 0.1
H 4.114 -2.274 -6.674 0.1 0.0 0.4
H 3.503 0.056 -5.836 -0.1 -0.2 -0.2
H 4.575 -0.044 -3.530 0.2 0.5 -0.3
H 5.654 -1.301 -4.200 0.0 0.0 0.2
H 1.689 -2.125 -3.609 0.4 -0.4 0.1
H 2.140 -1.603 -5.233 -0.1 0.1 0.0
H 2.182 -0.476 -3.829 -0.1 0.2 -0.2
H 5.402 1.590 -5.523 -0.2 -0.4 0.5
H 5.263 1.016 -6.989 0.5 -0.3 -0.2
C 1.589 2.583 -4.843 -0.5 -0.5 0.1
C 1.561 3.520 -3.635 -0.1 -1.5 -0.5
C 1.743 2.688 -2.356 0.6 1.2 0.8
O 0.900 1.593 -2.240 -0.9 -0.8 -1.1
C 1.159 0.710 -1.181 1.0 0.3 0.1
N 2.619 4.525 -3.773 0.0 0.2 -0.3
H 2.531 2.030 -4.868 0.1 -0.1 0.0
H 1.487 3.108 -5.795 0.0 0.2 0.1
H 0.759 1.874 -4.777 0.1 -0.1 -0.1
H 0.556 3.945 -3.609 0.2 0.6 0.1
H 1.527 3.332 -1.490 0.5 0.2 0.0
H 2.813 2.411 -2.341 0.0 -0.3 0.2
H 0.497 -0.150 -1.218 -0.4 0.2 -0.1
H 1.114 1.218 -0.214 -0.3 0.0 0.1
H 2.178 0.312 -1.268 0.1 0.0 0.0
H 2.592 4.746 -4.766 -0.2 0.7 0.1
H 3.553 4.108 -3.740 -0.3 -0.3 0.5
C 6.626 5.262 -7.491 0.4 0.8 -1.1
C 7.115 6.507 -6.730 -0.3 -0.5 1.4
C 6.202 7.686 -6.986 -1.0 0.2 -0.6
O 6.330 8.737 -6.064 1.0 -0.3 0.0
C 5.457 9.815 -6.274 -0.3 -0.2 -1.0
N 7.121 6.238 -5.271 0.3 -0.8 -0.1
H 7.191 4.370 -7.223 -0.1 0.0 0.2
H 6.781 5.419 -8.565 0.0 -0.1 0.0
H 5.551 5.103 -7.399 0.0 -0.1 0.4
H 8.157 6.729 -6.971 -0.1 0.2 -0.3
H 5.156 7.345 -6.975 -0.1 -0.3 0.2
H 6.333 8.018 -8.025 0.2 0.3 0.0
H 5.183 9.903 -7.335 0.1 0.0 0.0
H 5.973 10.741 -6.031 -0.2 0.0 0.5
H 4.512 9.653 -5.747 0.1 0.3 0.3
H 6.353 5.596 -5.083 -0.3 0.3 0.1
H 7.909 5.612 -5.112 0.1 0.2 0.2
```
Positions in Å, forces in eV/Å.

Computed properties:
- Electronic energy: -55310.797 eV
- ⟨S²⟩: 2.008
- Molecular weight: 587.563 g mol⁻¹
- 2S+1: 3
- Relative energy (zero: lowest compared OMol25 entry of this formula, charge and spin): 87.6 kcal per mole
- Total charge: +1